1.
Density functional theory data (ωB97M-V/def2-TZVPD) for a molecular structure, C41H49BNiO2P2 at a distorted geometry.

```
96
Properties=species:S:1:pos:R:3:forces:R:3:mulliken_spin:R:1
H -3.1227 -2.3563 -0.2930 0.2 0.0 -0.3 -0.0002
H -1.1854 -0.8147 -0.5682 -0.1 -0.2 -0.1 0.0218
H 2.0892 -0.9880 4.2247 0.3 0.6 -0.3 -0.0190
H 3.5405 2.6949 -10.4675 -0.1 -0.2 0.4 0.0000
C -2.7468 -4.0660 -7.8293 0.4 -0.1 0.1 -0.0001
H -3.1687 -0.0283 1.5766 0.0 0.3 0.2 -0.0141
H 1.6647 -2.3594 7.5899 0.2 0.3 0.0 -0.0009
C 0.0266 0.4932 -5.9475 -1.0 -0.7 -0.2 -0.0002
C -2.3511 0.0882 4.8326 0.3 -1.3 -1.0 -0.0556
H 0.3320 4.7396 -3.3339 0.1 -0.1 0.1 0.0000
C 3.2584 2.2713 -9.4954 0.0 0.0 -0.1 0.0000
H -3.8198 1.4821 5.4639 0.2 -0.1 0.0 -0.0045
H -0.3063 1.4082 -6.4606 -0.2 -0.4 0.3 0.0000
H 3.4712 0.7978 8.3674 -0.2 0.0 0.0 0.0003
H 3.6979 4.0843 -8.3980 -0.1 -0.4 0.0 0.0000
C 3.3443 3.0512 -8.3421 -0.1 -0.4 0.3 0.0000
H -1.8662 -0.5151 -6.0046 0.4 0.2 -0.2 0.0000
B 0.3866 -0.1243 6.0140 -0.4 0.5 0.7 0.1239
H 0.5865 -4.8358 -5.9818 -0.2 0.1 -0.1 0.0000
C -0.9711 -3.3608 -6.3179 0.1 -0.2 -0.1 -0.0003
H 2.0818 -0.6164 -8.1170 0.0 0.2 0.0 0.0000
C -1.1363 -2.3218 -3.6206 -0.1 0.1 0.0 0.0003
C -2.2473 2.6484 4.5315 -0.8 0.3 0.5 -0.0109
C 2.2548 -1.5791 8.0902 0.1 -0.3 0.0 0.0047
H 3.0500 3.1368 -6.2080 -0.1 -0.1 -0.1 0.0000
C -1.6280 1.4590 1.7372 -0.3 -0.2 -0.3 0.2180
C -2.1912 -3.2251 -3.4611 0.0 0.3 0.4 -0.0002
C 2.8150 0.9457 -9.4128 0.0 0.1 0.5 0.0001
H -2.4580 -3.9113 -4.2677 0.0 0.3 0.2 0.0000
H 3.2596 -1.5526 7.6507 -0.3 0.0 0.0 -0.0001
H 0.0866 -0.7813 -2.7148 -0.2 -0.2 0.1 -0.0003
H -0.0951 1.2733 9.8682 -0.1 0.0 -0.3 0.0001
H -2.2931 -1.3545 3.2702 0.0 0.4 0.2 -0.0212
C 1.6106 -0.1973 7.9854 -0.2 -0.2 0.0 -0.0007
H 2.3698 -1.8648 9.1432 -0.1 0.0 -0.2 0.0004
C -0.8952 2.5363 3.9209 0.8 -0.7 -0.4 0.1280
C -2.1390 -3.0819 -7.0358 -0.2 -0.4 -0.1 0.0003
H 2.5247 0.4467 9.8257 0.0 0.1 -0.2 0.0001
C 1.7072 -0.0457 3.7904 1.4 -0.4 -1.2 0.0586
C -1.4747 -1.4815 -1.3791 0.0 -0.1 -0.2 -0.0305
H 2.3966 4.9129 -1.9438 0.0 -0.2 -0.2 -0.0001
H 2.7599 0.3297 -10.3129 0.0 0.2 0.3 0.0000
C -2.3432 -0.2794 3.5027 -0.1 -0.3 0.6 0.1049
O -0.5152 -0.4961 7.0334 0.5 0.2 -0.3 0.1524
C -2.9110 -3.2245 -2.2632 0.2 0.1 0.1 0.0001
C -0.3849 -1.3015 9.2902 0.2 -0.3 0.3 0.0014
H -0.1247 1.9542 8.2196 -0.1 -0.2 0.1 -0.0043
O 1.6253 0.2161 6.6019 -1.0 -0.4 -0.4 0.0236
H -2.5989 -2.0953 -6.9846 0.1 -0.3 0.1 0.0000
C 0.8821 2.8531 -4.2055 0.4 0.3 0.3 0.0001
H -2.3273 1.5138 6.3927 0.0 -0.1 -0.3 -0.0151
H 0.4024 2.0892 2.3087 -0.3 0.0 0.3 -0.0264
C -2.7608 0.6195 2.3695 -0.2 0.1 -0.6 -0.0134
C -2.5567 -2.3555 -1.2274 0.0 0.0 -0.1 -0.0062
C 1.0857 3.9565 -3.3714 0.1 -0.2 0.1 -0.0001
C 2.4342 0.4133 -8.1713 0.1 0.5 -0.2 -0.0001
H -3.7487 -3.9076 -2.1466 0.1 0.1 0.1 -0.0001
H -2.2217 3.5041 5.2253 -0.1 -0.2 -0.3 -0.0001
C -0.3571 -4.6256 -6.4862 -0.5 0.4 0.0 0.0002
C 2.4707 1.2033 -7.0043 -0.1 0.1 0.0 0.0001
H 2.1906 0.8411 4.2379 -0.3 -0.6 -0.1 -0.0042
H -1.5480 1.0844 8.8746 0.2 0.0 -0.1 0.0029
P -0.1607 -2.1585 -5.1573 0.5 -0.7 -0.3 0.0000
C -0.4503 1.1075 8.8408 0.0 0.3 0.1 0.0077
H 3.7573 1.1288 -3.5223 -0.2 0.3 0.0 0.0000
H -2.2867 -0.7012 5.5858 0.1 0.2 -0.3 0.0156
Ni -0.1447 -0.1020 3.8950 -1.6 1.0 2.2 1.4711
H -0.4927 -6.5887 -7.3815 -0.1 0.4 0.0 0.0000
C 2.2445 4.0495 -2.5931 -0.1 -0.2 -0.2 0.0003
H -1.1047 0.8276 1.0039 -0.1 0.2 0.2 -0.0763
H -2.0887 2.2787 1.1626 0.2 -0.1 0.1 -0.0024
H -3.6787 -3.8426 -8.3527 0.3 -0.1 0.1 0.0000
H 2.0459 1.7903 8.7512 0.1 -0.2 0.0 -0.0002
C -2.1603 -5.3326 -7.9469 0.0 0.2 0.1 0.0002
H -3.0100 2.8917 3.7779 0.3 -0.1 0.1 0.0000
C -0.6151 1.9969 2.7085 0.3 0.5 0.3 -0.1310
C -0.7559 -1.4617 -2.5728 -0.5 -0.4 -0.1 0.0066
C -0.9592 -5.6047 -7.2818 -0.1 0.1 0.0 -0.0003
C -2.7220 1.4222 5.3686 0.3 0.8 0.2 0.0575
C 2.9692 2.5134 -7.0962 -0.1 -0.1 -0.5 0.0000
H 0.0309 -1.1074 10.2881 -0.1 -0.1 -0.2 -0.0007
H 4.1001 3.0914 -2.0259 -0.2 0.0 -0.1 0.0000
C 2.4564 0.7759 8.7803 -0.1 0.2 0.2 -0.0002
H -1.4775 -1.2825 9.3793 0.2 0.0 -0.1 0.0008
H -0.0759 -2.3054 8.9823 -0.1 0.2 0.0 -0.0001
H -3.5835 1.2852 2.6662 0.2 -0.3 0.0 0.0058
P 1.7586 0.4454 -5.4241 1.0 0.0 -0.8 -0.0001
H -2.6395 -6.1037 -8.5584 0.2 0.3 0.2 0.0000
H -0.0332 2.7679 -4.7922 0.3 0.1 0.2 0.0000
C 3.0192 1.9337 -3.4765 -0.5 0.3 -0.3 0.0001
C -0.7916 -0.5785 -5.7877 0.3 1.2 0.0 0.0002
H -0.0714 2.9251 4.5267 -0.1 -0.1 -0.3 -0.0003
C 3.2024 3.0304 -2.6408 0.0 0.1 0.0 0.0000
C 1.8681 1.8686 -4.2904 0.1 -0.1 0.2 -0.0001
C 0.0722 -0.2278 8.3246 0.3 0.0 -0.1 -0.0004
H 1.8663 -0.0337 2.6937 0.4 -0.1 0.3 0.0329
```
Forces are in eV/Å.

Output
LUMO level (spin up / spin down)   0.6 / 0.3 eV
E_HOMO (spin up / spin down)   -0.20385 / -0.28359 Eh
Gap between HOMO and LUMO (spin up / spin down)   6.112 / 8.038 eV
Multiplicity   3



2.
Density functional theory data (ωB97M-V/def2-TZVPD) for a molecular structure, C12H9AuN4 at a distorted geometry.

```
26
Properties=species:S:1:pos:R:3:forces:R:3:nbo_charge:R:1
C -1.0799 0.1171 -1.9919 -0.1 0.5 -0.1 -0.1596
C -0.1944 2.0641 -0.6676 0.2 0.7 0.5 0.1793
C 0.1976 -1.9999 -2.0122 -0.1 0.1 0.3 -0.1284
H -1.5361 2.1138 -2.3231 -0.1 0.0 -0.1 0.2159
C -0.2147 -2.3414 4.7445 0.0 0.0 0.6 -0.1130
C -0.9876 1.4180 -1.7033 -0.2 -0.4 -0.3 -0.1929
C -0.4347 3.4108 -0.3658 0.2 -0.4 0.0 -0.2813
C -0.4804 -1.0166 -1.2935 0.2 -0.6 0.2 -0.0886
H -1.2158 3.9608 -0.8673 0.0 0.1 0.0 0.2249
H 0.2441 5.0169 0.9147 -0.1 0.1 -0.1 0.2028
H 2.2952 1.5061 1.3284 0.0 0.0 0.0 0.1866
H 0.3382 -1.8884 -3.0774 0.0 0.0 -0.1 0.2255
C 1.4939 2.0519 0.8418 0.2 -0.1 0.2 0.2665
C -0.6437 -1.2157 0.0742 -0.2 0.3 -0.4 0.1003
N 0.7756 1.3918 -0.0433 -0.2 -0.4 -0.4 -0.4609
C 0.4752 -3.2095 0.0222 0.3 -0.5 -0.4 0.0551
H -1.6706 -0.1708 -2.8530 -0.1 0.1 -0.1 0.2201
H 1.2154 -3.8897 -1.8672 0.0 -0.1 0.0 0.2344
N -0.1754 -2.2787 0.7156 0.0 0.1 0.4 -0.5037
H 0.8254 -4.0666 0.5779 0.0 0.0 0.0 0.2197
Au -0.2226 -2.3371 2.8285 0.0 0.0 -1.2 0.4195
N -0.2039 -2.3266 5.8948 0.0 0.0 0.4 -0.4485
H -1.1995 -0.5045 0.6642 0.0 0.1 0.1 0.2205
C 0.3690 3.9881 0.6031 -0.1 -0.1 -0.1 0.0812
N 1.3428 3.3151 1.2000 0.2 0.3 0.3 -0.4348
C 0.6865 -3.1088 -1.3432 -0.1 0.1 0.2 -0.2407
```
Forces are in eV/Å.

Output
LUMO level   -0.9 eV
E_HOMO   -0.35862 Eh
Gap between HOMO and LUMO   8.883 eV
Multiplicity   1



3.
Density functional theory data (ωB97M-V/def2-TZVPD) for a molecular structure, C22H24BN9O4SV at a distorted geometry.

```
62
Properties=species:S:1:pos:R:3:forces:R:3:mulliken_spin:R:1
C 0.1130 2.1076 2.3898 0.0 0.0 0.0 0.0008
N 0.1560 -0.0238 1.7529 -0.1 0.0 0.1 0.0269
H 3.5111 2.3860 1.3211 0.0 0.0 0.0 0.0003
N -0.4307 0.7050 0.7489 0.0 0.1 0.3 -0.0389
S -0.7943 2.6378 -3.6468 0.0 0.0 0.0 -0.0022
H 0.9990 -2.1646 6.3698 0.0 0.0 0.0 0.0000
O -0.4959 3.8328 -4.3549 0.0 0.0 0.0 -0.0001
C 2.3375 -2.1735 4.5700 0.0 0.0 0.0 0.0001
H 0.2371 3.0003 2.9774 0.0 0.0 0.0 0.0001
C -2.3857 -0.3644 -3.6014 0.0 0.1 -0.4 0.0079
N 1.0959 -2.1179 0.6030 -0.1 -0.1 0.0 0.0169
C 2.5619 2.2041 -0.5977 0.0 -0.2 0.0 0.0079
B 0.2370 -1.6203 1.8115 0.1 0.1 0.0 -0.0313
N 0.7681 -2.0369 3.1262 0.0 0.0 0.0 0.0000
C 1.9498 3.4327 -0.8351 -0.1 0.1 0.0 -0.0044
H 0.9762 0.4431 3.6256 0.0 0.0 0.0 0.0003
C -1.9948 -3.0349 2.1132 0.0 0.0 0.0 0.0295
N 2.1246 -2.1036 3.2736 0.0 0.0 0.0 0.0000
C -3.0081 -2.2692 0.3196 0.0 0.0 0.0 0.0185
H 3.3451 -2.2621 4.9440 0.0 0.0 0.0 0.0000
N -2.2383 2.9118 -2.9152 0.2 0.1 -0.1 -0.0009
H -2.5957 1.4195 -1.5208 -0.1 0.0 0.0 0.0034
H 2.9405 -4.0480 -1.2689 0.0 0.0 0.0 0.0003
O -2.0486 -1.1127 -4.4000 -0.2 -0.1 0.2 -0.0108
H -1.6787 -3.5577 3.0004 0.0 0.0 0.0 0.0014
H -4.2895 0.1769 -3.0080 0.0 -0.1 -0.1 0.0002
H -0.9115 -1.9244 4.4580 0.0 0.0 0.0 -0.0006
O -1.6352 -0.6192 -2.1487 0.3 0.1 0.6 -0.0660
C 0.1569 -2.0196 4.3517 0.0 0.0 0.0 0.0005
C -3.4054 0.6951 -3.3929 0.0 0.0 0.1 -0.0028
H -0.8832 2.7481 0.5000 0.0 0.0 0.0 -0.0009
C 1.4185 -2.4747 -1.5371 0.0 0.0 0.0 0.0245
C 0.8780 3.5544 -1.7114 0.1 0.1 0.2 -0.0016
C 2.0611 1.0809 -1.2587 0.0 0.1 0.1 -0.0185
O -0.8593 1.3513 -4.2927 0.0 0.0 0.0 -0.0003
C 2.0095 -3.0863 0.4945 0.1 0.1 0.0 0.0246
N -1.2040 -2.1241 1.5338 0.0 0.0 0.0 -0.0125
N -1.8198 -1.6536 0.4201 -0.1 0.0 0.1 0.0026
H -3.6672 -2.0602 -0.5064 0.0 0.0 0.0 -0.0010
C 3.7627 2.1060 0.2970 0.0 0.0 0.0 -0.0004
C -3.1634 -3.1483 1.3766 0.0 0.0 0.0 0.0008
H 2.4509 -3.5092 1.3813 0.0 0.0 0.0 0.0008
H -3.6390 1.0587 -4.3945 0.0 0.0 0.0 -0.0009
H 4.1717 1.0974 0.3095 0.0 0.0 0.0 -0.0001
H -3.9972 2.2771 -2.0849 0.0 0.0 0.0 -0.0004
C 0.4918 0.8128 2.7349 0.0 0.0 0.0 0.0047
H -4.0023 -3.7903 1.5787 0.0 0.0 0.0 0.0000
C -0.4585 1.9936 1.1422 0.0 0.0 -0.1 0.0073
C 0.3865 2.4267 -2.3435 -0.1 -0.1 -0.1 -0.0052
N 0.7205 -1.7349 -0.6542 0.0 0.0 0.1 -0.0546
H 0.4634 4.5280 -1.9408 0.0 0.0 0.0 -0.0001
H 1.2815 -2.3382 -2.5986 0.0 0.0 0.0 -0.0003
C 1.1295 -2.1212 5.3027 0.0 0.0 0.0 0.0001
H 2.5743 0.1359 -1.1389 0.0 0.0 0.0 0.0000
C -3.0625 1.8339 -2.4228 0.0 -0.1 0.1 0.0048
C 0.9698 1.1719 -2.1224 0.1 0.1 0.0 0.0402
H -2.7009 3.7115 -3.3302 0.0 0.0 0.0 0.0000
H 2.3464 4.3236 -0.3628 0.0 0.0 0.0 0.0001
V -0.7590 -0.4702 -0.7650 0.0 -0.1 -1.0 1.0395
C 2.2502 -3.3359 -0.8525 0.0 0.0 0.0 0.0032
H 0.7076 0.3486 -2.7823 0.0 0.0 0.0 -0.0138
H 4.5453 2.7870 -0.0383 0.0 0.0 0.0 0.0002
```
Forces are in eV/Å.

Output
LUMO level (spin up / spin down)   -8.2 / -7.7 eV
E_HOMO (spin up / spin down)   -0.54298 / -0.54298 Eh
Total charge   +2
Gap between HOMO and LUMO (spin up / spin down)   6.538 / 7.111 eV
Multiplicity   2
Energy above the lowest of the compared OMol25 structures with the same formula, charge and spin   14.9 kcal/mol